No. 1
Formula: C5H40NO15
Source: the OMol25 dataset
Level of theory: ωB97M-V/def2-TZVPD

Geometry (Å):
O 3.88303 1.05488 -1.88170
O 2.02485 -3.31496 -1.43984
H 4.99465 0.35647 0.58335
O 1.79982 -3.02180 1.14361
O -1.56585 -2.60797 1.30210
C -0.54972 1.76449 -2.63146
H -2.74875 0.94396 -0.15104
H -2.78084 2.31157 -1.26784
H -2.38893 -3.93745 -2.43283
H -0.42384 1.70316 1.73704
H 0.02812 0.12951 2.99136
H 1.20886 2.93572 -3.27217
H 2.46313 -1.41055 3.01043
H 2.37724 -3.74680 -0.66590
O -3.90520 -2.05875 -1.10246
O 4.64109 -0.49902 0.28602
O 3.25084 1.55605 3.16481
O 0.25851 0.18237 2.06101
H -1.00687 -3.57869 -2.77772
H -3.53258 1.67836 2.18362
H 2.20810 -2.35367 -1.35841
C -1.46828 2.62783 0.32473
C -2.12505 1.65895 -0.68121
H -1.97075 0.03624 1.88507
H 1.34625 -0.28413 2.19420
H 3.44914 0.74851 -2.71393
H 0.77620 0.45141 -0.82625
H 1.05651 -2.94559 0.53659
H -2.17940 3.44536 0.51171
O -1.32152 2.06658 1.62701
O 3.14197 3.28475 0.94147
H -2.05601 -0.50478 -2.61901
H 2.91350 3.13230 1.88913
H -2.97583 0.07370 2.91322
H -0.40794 0.02635 0.32250
H -0.35675 -0.90126 -1.06675
H -4.32604 1.17883 1.03665
H 3.78128 2.62810 0.60370
C -0.27953 0.16842 -0.78477
H 2.66734 0.80956 3.37743
O -2.72872 -0.82733 -3.25796
H 3.82856 0.29111 -1.28748
H 3.67582 1.25340 2.36182
H 3.92811 -0.86658 0.84739
H -2.14747 -1.99978 1.81310
O 2.53662 -0.76343 2.32000
H -0.57716 3.11974 -0.05619
C 0.72239 2.53981 -2.38325
H -3.26250 -2.14149 -0.39307
H -0.41527 1.11234 -3.50245
O -2.26181 -0.51866 2.61564
H -1.32660 2.46741 -2.96107
H 1.47660 1.96262 -1.83619
O -4.37827 1.23816 2.00469
H -3.38466 -1.82051 -1.90013
H -0.71501 -2.22692 1.48818
O -1.91300 -3.49977 -3.15258
H 1.87825 -2.08785 1.50030
N -1.19940 1.00307 -1.57234
H -2.41148 -1.72160 -3.54669
H 0.72999 3.29093 -1.58219

- HOMO level: -6.15 eV
- E_tot: -38038.277 eV
- Kohn-Sham gap: 8.695 eV
- Total charge: -1



No. 2
Formula: C4H13N2O2
Source: the OMol25 dataset
Level of theory: ωB97M-V/def2-TZVPD

Geometry (Å):
H 2.58740 -0.78452 -0.71494
H 2.25516 -0.20615 1.91850
O -0.88960 -2.30639 -1.16663
C 0.04020 1.32923 -0.47339
H -0.00039 -2.56025 -0.87191
H -1.44864 1.74569 1.03813
H -2.06472 1.47287 -0.51151
C -1.30568 1.14267 0.19899
C 1.36845 0.30300 1.52418
H 2.12389 1.37921 -0.11108
H -0.91845 -0.44878 1.41323
N -1.52248 -0.27731 0.61634
H 0.20403 2.41535 -0.43357
H 1.18055 -0.57236 -1.54774
N 1.59917 -0.59319 -0.63753
H -1.31404 -0.88386 -0.20200
H -1.14302 -3.10413 -1.65746
H 0.02752 1.28917 -1.56463
H -2.49280 -0.47265 0.85073
C 1.30267 0.68312 0.07305
O 0.41077 0.44930 2.25925

- HOMO level: -13.63 eV
- E_tot: -11427.455 eV
- Kohn-Sham gap: 10.695 eV
- Total charge: +1



No. 3
Formula: C5H11N
Source: the OMol25 dataset
Level of theory: ωB97M-V/def2-TZVPD

Geometry (Å):
H 0.04719 -1.24664 1.69091
C -1.26427 -0.98330 -0.99276
H -1.50918 -0.31065 -1.80445
C -1.46503 1.42541 0.76132
H 1.93172 1.01819 -1.49140
C 2.20787 0.35641 -0.66412
N -0.08819 -0.90416 -0.43549
H 1.02302 -2.42469 0.65195
C 0.58552 -1.42597 0.75209
H -2.13212 0.68285 1.20894
C 1.02086 -0.30043 -0.07638
H 2.93363 -0.38330 -1.03135
H -1.94313 1.82844 -0.13556
H -0.49276 0.98318 0.50467
H -1.99810 -1.63970 -0.54520
H -1.27015 2.22618 1.47336
H 2.70910 0.96480 0.09754

- HOMO level: -6.81 eV
- E_tot: -6849.314 eV
- Kohn-Sham gap: 7.773 eV
- Total charge: 0



No. 4
Formula: C5H12N2S
Source: the OMol25 dataset
Level of theory: ωB97M-V/def2-TZVPD

Geometry (Å):
C -2.12078 -0.38455 -0.20765
N 0.23831 -1.03701 0.36476
H 1.18377 2.24064 0.68873
H -2.33815 -1.16958 0.39337
H 0.74020 -0.55937 2.42410
H 0.02630 -1.77484 -0.18012
H 2.01349 -1.15119 1.12026
H 0.77737 -2.28402 2.10706
H 1.96312 0.97448 -0.32953
H -0.95082 1.75753 -1.16911
S 0.06009 0.19912 -2.43201
C -0.70176 0.10773 0.28049
H -2.84925 0.34467 -0.09487
C 0.95627 -1.23119 1.58822
H -0.69715 0.57792 1.17821
C -0.13348 1.09872 -0.74514
C 1.20194 1.69687 -0.34454
H -1.82574 -0.77497 -1.24217
H 1.59844 2.43551 -0.98649
N 0.85785 -1.06648 -2.41356

- HOMO level (spin up / spin down): -7.44 / -8.39 eV
- E_tot: -19190.188 eV
- Spin multiplicity: 3
- Kohn-Sham gap (spin up / spin down): 8.308 / 7.450 eV
- Total charge: 0



No. 5
Formula: C4H4N2OS
Source: the OMol25 dataset
Level of theory: ωB97M-V/def2-TZVPD

Geometry (Å):
H -1.11232 0.82920 -1.88771
C -0.99734 0.13099 -1.04996
C -0.33957 0.52286 0.25000
N -1.64981 -1.40324 0.38839
C 2.15274 0.27777 -0.07674
H 2.93990 0.99928 -0.04275
O 1.01140 1.00646 0.14007
N -1.73767 -0.91484 -0.99690
H -0.89085 1.50153 0.38827
H -0.84967 -0.98986 2.10452
S 2.33579 -1.34415 -0.26400
C -0.86259 -0.61600 1.04680

- SMILES string: S=COC1C=NN=C1
- HOMO level: -9.51 eV
- E_tot: -20072.330 eV
- Kohn-Sham gap: 9.305 eV
- Total charge: 0



No. 6
Formula: C30H34Cl2CrN7O2SSi
Source: the OMol25 dataset
Level of theory: ωB97M-V/def2-TZVPD

Geometry (Å):
H -5.25152 3.13216 -1.24336
Cl 0.53196 4.62381 4.59752
C -0.80489 -2.38984 -0.93382
N -2.17421 2.11046 -0.43449
C -0.52213 -5.75165 -3.50089
C 2.26559 0.29408 -2.13466
C 1.53038 1.97372 1.09181
H 1.99214 -4.39673 -1.91541
N -0.38920 0.59440 1.49709
H -2.16177 2.97599 -3.24391
C -4.20371 -1.00700 1.00874
N 1.01493 -0.19227 -2.18850
C -2.21246 -0.91897 2.11567
N -0.85734 1.92495 -0.94385
C 2.61128 1.16311 -0.94017
C 2.36608 3.04484 1.39516
H -0.15868 -4.96996 -4.17292
H -5.49014 -2.68256 1.36286
C 0.65912 -0.90758 -3.26372
H -2.29470 -6.38013 -0.74711
C 1.53684 -1.18858 -4.29129
C -4.48915 2.56481 -0.70871
C -1.24504 -3.55153 -1.60770
H -1.02115 -6.14489 0.45405
H 1.19771 -1.77236 -5.13571
H -0.73603 2.33676 3.59102
H 1.91629 -6.12372 -1.51913
H -2.52938 1.22306 -0.08542
H 0.06040 -6.65578 -3.69254
C 2.83939 -0.71316 -4.21190
H -0.36288 -1.26126 -3.30045
H -4.54104 2.82163 0.34993
H -1.75214 -2.48783 3.48427
O 3.64696 1.81140 -0.94497
C -3.14402 -2.22099 -2.35661
H 4.18764 0.48382 -2.99925
H -3.46852 4.98524 -1.67377
C -2.59938 -1.12934 -1.72808
C 0.41412 1.69581 1.89506
H -2.89145 4.64274 -0.02921
C 0.94559 3.60238 3.25789
C 1.47243 -5.14548 -1.31391
N -1.44915 -1.20239 -1.04848
C 0.12568 2.52687 2.96733
C -3.04684 2.55050 -2.76349
H 1.64290 -4.89905 -0.26633
H 3.24075 3.23723 0.79429
C -2.43844 -3.42716 -2.30292
C -4.54616 -2.21054 1.59945
C -0.95876 -0.15838 2.49589
Cr 0.02228 0.05867 -0.33586
H -3.88908 -3.71301 2.99408
H -2.83869 -4.28298 -2.83622
H -4.08382 -2.13594 -2.88376
H -4.88322 -0.53323 0.30665
H -1.77163 4.59198 -1.39695
H -1.55869 -5.96809 -3.76754
C 3.20355 0.05403 -3.12207
S 0.60198 -2.22904 0.05565
Cl 3.13686 5.17232 2.84166
N -3.05874 -0.36707 1.24592
H -0.87352 -7.43439 -0.74693
H -3.08933 -0.16566 -1.74502
H -3.91118 2.98361 -3.26811
H 3.55373 -0.93326 -4.99445
C 2.07241 3.85206 2.48068
N 1.63368 1.11676 -0.01510
O -0.56298 -0.23837 3.64148
C -2.79278 4.36719 -1.07904
C -1.21417 -6.40832 -0.58883
Si -0.33700 -5.21513 -1.71928
H -0.82653 1.98723 -1.96289
C -3.65746 -2.77655 2.50336
H -3.05827 1.47575 -2.95368
H -0.26604 2.66388 -0.56749
C -3.10624 2.88254 -1.26436
H -4.72141 1.50084 -0.81182
C -2.47765 -2.11325 2.77704

- HOMO level (spin up / spin down): -7.52 / -7.58 eV
- E_tot: -118370.252 eV
- Spin multiplicity: 2
- Kohn-Sham gap (spin up / spin down): 6.758 / 7.269 eV
- Total charge: 0



No. 7
Formula: C42H56BCl5N6O4Ta
Source: the OMol25 dataset
Level of theory: ωB97M-V/def2-TZVPD

Geometry (Å):
H 5.08916 2.96383 -1.24925
C 1.27816 -2.95827 -2.72055
H 1.35596 -4.56587 2.77175
C -4.49374 1.93983 -2.45935
C 2.10696 0.52103 -3.15245
H 2.72606 0.55273 -4.03945
C 0.64026 -5.73747 -1.64065
H -3.31384 -3.91817 -2.65915
H 4.10506 -4.86047 0.09425
H 1.82426 4.17043 -2.69185
C 2.66966 3.96173 -2.00295
O -1.93904 -1.60017 -1.51925
H 1.27306 -0.92627 -5.54935
C -1.01244 4.82433 0.66185
C -3.64204 1.16083 -1.68035
H -0.73454 6.68973 1.79255
H 2.53576 -3.28957 3.22885
N 0.56296 -0.35047 1.40955
Ta -0.98684 -0.40047 -0.11905
Cl -6.98164 2.72703 -3.24655
C -0.41434 -4.90147 -2.00815
C 3.06606 1.85003 2.97235
H 0.72186 -6.73117 -2.06655
H 1.26366 -2.72127 -5.46505
H -1.81334 5.25453 0.02015
H 2.10296 -3.53277 1.49135
H 0.23136 4.47283 -1.01925
H -5.01894 1.17283 4.29485
H -1.13484 -5.29957 -2.71225
C -3.70284 -0.37857 2.45305
C -2.74374 1.84513 1.76755
H 3.13666 -5.55047 1.45815
H 2.43056 4.14003 -0.95775
H -0.95834 -3.95697 2.00055
H -1.92854 5.58033 2.52625
C 1.70906 -3.54017 2.53115
H -1.99544 -3.71787 -3.87275
H 2.84926 1.92293 4.06155
H -3.56604 -0.76937 1.42165
H -3.24694 1.47963 4.47165
C 1.58716 -5.29387 -0.73135
C 3.14736 2.53593 -2.15395
B 0.76806 1.74863 0.31215
C -6.35804 0.83943 -1.35905
C -0.96074 5.61923 1.98565
O -3.11704 -0.38847 -0.13105
C -1.67854 -2.71317 -1.97365
C 4.27966 2.20533 -1.18415
H 2.16646 -3.64337 0.53965
C -0.59634 -2.93757 1.74795
C 1.57616 -1.79847 -4.93115
H 0.38796 6.12593 -0.32835
H 3.15466 3.39213 1.39625
Cl -6.06514 -1.08747 0.56785
H -0.20084 -1.73737 -3.71875
H -1.44464 -2.23347 1.86505
C -4.13854 1.67183 3.83615
C 2.09226 1.43193 -2.10455
H 2.37396 -2.98037 -2.53545
H -4.81854 1.34443 1.80665
H 0.98516 -3.88847 -3.25265
Cl -1.92664 1.19503 -1.71455
C 0.27396 5.04953 -0.07565
C 4.52636 1.40143 2.81235
N -1.61614 1.25913 1.35525
H -4.33554 2.76453 3.81715
H 1.40526 2.70383 0.37185
H 4.69246 0.42033 3.30585
N -0.77814 2.14513 0.75755
H -0.17374 5.20713 2.65485
C 1.24526 -0.46737 -2.79805
H 5.21246 2.13713 3.28315
N 0.73366 -0.16527 -1.60305
H 0.18696 -2.56637 3.72525
C 1.04466 -1.13777 2.38405
H -4.59274 -0.87657 2.89385
O 0.34856 -1.97277 0.04295
C -5.45244 0.07223 -0.59175
C -2.56874 -3.23687 -3.07795
C 0.89896 -1.72987 -3.55485
H 4.79546 1.29853 1.74235
C -3.91104 1.14003 2.41605
H 2.68266 -1.80527 -4.82885
C 2.02956 -0.45697 3.05935
C -2.64944 3.17383 1.51985
H -0.26984 -2.92797 0.68545
H 3.89836 2.15363 -0.15705
Cl -3.83974 3.07683 -3.59635
H 3.52486 3.96803 3.02405
C 2.87216 3.27503 2.45105
H -3.39084 3.92323 1.76815
C -0.53714 -3.59557 -1.48215
H 4.30906 -6.54337 0.58755
C -5.87204 1.77423 -2.29385
C 0.39636 -3.11597 -0.51925
H -3.08914 -2.39227 -3.54285
H 4.71356 1.21293 -1.43325
H 2.59636 -0.80837 3.91175
C -4.05374 0.22113 -0.74065
C 0.55856 -2.53737 2.67785
N 1.16156 1.03763 -1.15235
C -1.40674 3.37373 0.93545
H 3.49756 4.66293 -2.24385
C 3.57396 -5.74067 0.47235
H 0.75056 -2.94037 -1.74315
H -2.81064 -0.63667 3.06265
N 1.21796 0.78783 1.40755
H 1.12236 4.79003 0.58315
C 1.44576 -4.01387 -0.18795
H -1.69154 -1.62067 1.10115
H 3.61326 2.50753 -3.16585
C 2.11756 0.77983 2.43805
H 1.82116 3.59393 2.60915
O 2.58766 -6.18707 -0.45045
Cl -8.08054 0.63383 -1.15335

- HOMO level (spin up / spin down): -10.08 / -10.08 eV
- E_tot: -126418.537 eV
- Kohn-Sham gap (spin up / spin down): 6.560 / 6.561 eV
- Total charge: +1



No. 8
Formula: C31H62BNO23S
Source: the OMol25 dataset
Level of theory: ωB97M-V/def2-TZVPD

Geometry (Å):
C -2.54286 -5.31935 2.39843
H 4.64850 4.60459 -4.53286
H -0.87228 -1.07191 -4.82402
H -4.87205 -1.74593 9.02697
O 5.83618 -2.34131 -1.55216
H -1.82759 -4.53963 2.65650
H -3.38397 -3.00091 4.65150
O 4.13171 6.52472 -5.10105
H -1.55488 3.88662 -4.61431
C -4.17893 -7.67682 2.84129
C -1.80380 8.91400 0.12069
C -2.36885 11.36947 -1.29883
H -1.96421 -6.22534 2.21613
C 6.70820 -2.61559 -2.65074
H -4.08174 -5.64119 0.89961
H 2.24563 -1.18893 -1.94273
C -1.12472 -0.15372 3.90525
C 0.90561 -3.80068 0.73621
H -0.31091 10.69427 -1.39456
H -0.08967 -0.98525 6.04531
O -1.78523 4.82300 -4.53680
C -0.03383 -3.48951 -0.39766
H 1.39852 4.09147 -5.56007
H -2.16565 8.24422 0.89594
C 7.00912 -3.96390 -0.10135
C -2.86165 9.00119 -0.95513
O 1.49460 3.98246 -1.37591
C -5.32732 -3.77551 8.51063
H 2.69901 -2.04793 -0.48096
C -0.32279 -2.11010 -7.26133
H -1.15934 -1.62955 -6.76027
O 1.52639 -2.43879 3.65617
C -0.30226 -1.88833 -4.37625
H 0.11930 1.26923 4.96327
H -1.46643 -3.53254 -5.17195
H -0.89487 8.49739 -0.31218
O 2.03329 -2.15505 -6.99636
H -5.22787 -4.46989 7.67656
C 1.31875 4.46127 -4.54561
O -3.36637 -5.46392 3.56626
H -2.98229 12.14348 -1.75587
H 7.75040 -2.61254 -2.32792
H -1.48546 1.87454 4.53295
H 2.37361 5.71107 -3.23937
H 0.02511 -1.54246 -3.39890
H -3.88126 -3.97098 1.40088
H 6.96893 -4.05270 -4.23319
C 6.01768 -2.84258 -0.31362
C 2.64466 4.91733 -3.92112
C 3.79257 5.16413 -4.88965
O 0.49911 5.58993 -4.63072
H 0.22761 -0.28004 -0.83793
H -3.35342 -7.73112 2.13600
C -4.77056 -2.40899 8.16981
C -0.95069 11.46618 -1.82195
H -2.00048 -2.94830 -3.58846
O 0.78499 3.44433 -3.70498
O -0.79276 -4.32088 -0.82952
H -4.78518 -4.20227 9.35394
H 1.61969 -0.55552 5.81820
B -0.74400 5.50882 -3.96976
O 5.33354 -2.42892 0.57891
H 6.58780 -1.77218 -3.32799
H -3.71536 -4.41284 5.66377
H 7.84899 -3.95230 -0.79207
O 0.00907 -2.28453 -0.98186
O -3.36623 -2.45908 7.89978
C -3.34036 -4.89362 1.18528
C 0.95991 -2.11098 -6.46019
H 1.12893 -2.22152 6.17479
N 4.24823 7.24286 -3.87525
H 5.29322 -3.85228 -3.69309
H -5.30652 -1.93887 7.34454
O 3.06269 3.74720 -3.18381
C 6.33071 -3.89774 -3.36315
C 0.72071 -1.16262 -0.43144
H -2.67768 -4.72173 0.33752
H 1.16471 -2.93614 1.34023
C 2.17165 -1.17076 -0.85425
C 0.79864 -1.63827 4.17389
H -0.58822 -3.13865 -7.50013
H 0.41714 -4.51058 1.39925
H 7.41442 -3.87042 0.90248
C -4.03441 -6.58660 3.87711
H 0.60021 -1.11863 0.65196
O 0.90020 -2.13517 -5.11850
H -2.42329 11.52279 -0.22060
H 6.48631 -4.91551 -0.18458
S 1.76685 3.15492 -2.46570
O -2.98886 10.13427 -1.66766
H -5.10918 -7.52262 2.29678
O -0.86693 6.15869 -2.80128
H 6.42597 -4.76394 -2.70791
C -3.75855 -3.32456 5.61948
H -4.22623 -8.63108 3.35914
H -1.58084 -0.62536 4.77616
O 3.55050 8.15538 -3.88282
O -0.07353 -0.97024 3.38384
H 2.68214 -0.28334 -0.48459
O -4.55748 -6.66682 4.95570
H -0.53416 -3.92482 -3.73471
H -0.52204 12.43936 -1.58252
C -0.65324 1.25636 4.19496
C -1.12762 -3.14525 -4.20946
O -1.67875 -2.61076 6.50861
C 0.85834 -1.31589 5.64114
H -1.57561 9.86379 0.59800
H 3.54367 4.74756 -5.85293
C -2.86034 -2.75031 6.69000
H -6.38287 -3.70174 8.77252
H -0.22599 1.70356 3.29726
H -1.74793 6.57086 -2.78286
O 1.96891 1.79326 -2.26312
H 1.81195 -4.25438 0.33695
H -0.14373 -1.56775 -8.18607
H -4.79464 -3.00244 5.68894
H -0.93904 11.33412 -2.90347
O -3.54464 8.05412 -1.23354
H -1.88422 -0.13158 3.12420

- SMILES string: O=NOC[C@@H]1OS(=O)(=O)O[C@H]1OB(O)O.CCOC(C)=O.CCOC(C)=O.CCOC(C)=O.CCOC(C)=O.CCOC(C)=O.CCOC(C)=O.CCOC(C)=O
- HOMO level: -9.82 eV
- E_tot: -93246.506 eV
- Kohn-Sham gap: 9.412 eV
- Total charge: 0



> Which formula does entry 2 have?

C4H13N2O2



> Look up the E_tot of the fourth one.

-19190.188 eV



> The lowest E_tot belongs to which entry?

C42H56BCl5N6O4Ta